48
Properties=species:S:1:pos:R:3:mulliken_charge:R:1 method="wB97M-V/def2-TZVPD" homo_energy_ev="-7.458 / -7.985" orbital_gap_ha="0.2837 / 0.3002" max_force_ev_per_a=0.4 de_lowest_ev=0.000 spin_multiplicity=4 e_tot_ha=-7896.48775
Se -0.119 1.825 1.308 -0.406
H -5.215 -0.566 4.944 0.384
H 1.908 -4.623 1.496 0.395
C 0.187 -3.758 0.555 -0.658
H 4.903 2.582 -3.641 0.342
H -1.203 0.331 3.767 0.326
C -0.239 -1.447 1.063 0.999
H -2.716 2.858 0.826 -0.328
Se -2.153 0.136 -1.074 -0.397
C 1.303 -3.734 1.379 -0.437
H 1.060 -1.141 -2.227 0.387
V -0.300 1.964 -1.291 0.135
C 4.501 -0.084 -3.652 -0.833
H -4.139 -0.635 0.800 0.304
C -4.471 -0.453 4.166 -0.447
C 1.418 1.506 -2.237 -0.137
C -2.216 0.045 3.507 -0.554
C -3.299 3.528 0.206 0.356
C -3.869 -0.495 1.839 -0.277
H 5.464 0.219 -4.046 0.356
C 2.916 -1.802 -3.063 -0.636
H 1.141 3.621 -1.911 0.417
Cl -3.865 4.875 1.183 -0.164
C 3.068 3.242 -2.794 -1.215
C 0.883 -1.423 1.886 -0.279
P -1.277 0.033 0.905 -0.004
H -0.081 -4.665 0.027 0.404
H -4.146 3.036 -0.256 0.313
C 3.599 0.911 -3.207 0.841
C -3.167 -0.108 4.501 -0.633
H -2.893 0.049 5.536 0.390
H 2.528 -2.541 2.677 0.400
C -2.565 -0.150 2.172 0.944
C 1.809 2.823 -2.291 0.061
C -0.584 -2.617 0.395 -0.414
H 1.171 -0.504 2.380 0.304
H -5.837 -0.909 2.577 0.400
C 3.935 2.295 -3.248 -0.779
C 1.650 -2.567 2.044 -0.698
H 2.667 -2.854 -3.005 0.411
C 2.025 -0.859 -2.633 -0.376
H 3.335 4.291 -2.817 0.379
C -4.820 -0.645 2.839 -0.604
H -1.443 -2.628 -0.265 0.380
C 4.168 -1.408 -3.582 -0.422
C 2.339 0.520 -2.696 0.869
Cl -2.227 4.086 -1.117 -0.179
H 4.867 -2.161 -3.923 0.376

111
Properties=species:S:1:pos:R:3:mulliken_charge:R:1 method="wB97M-V/def2-TZVPD" homo_energy_ev=-9.671 orbital_gap_ha=0.3687 max_force_ev_per_a=3.7 de_lowest_ev=0.347 e_tot_ha=-2607.49768
C 2.060 -0.663 -5.850 -0.524
H -4.364 -5.650 -1.218 0.284
H -0.002 -4.184 1.036 0.247
C 3.957 -0.574 1.716 -0.645
H -0.744 -2.846 -1.105 0.303
O -1.107 0.831 6.919 -0.462
H 2.042 1.464 -6.276 0.373
C 1.877 3.475 2.626 -0.460
O -3.091 -5.109 0.295 -0.454
O -4.234 -2.589 2.306 -0.566
H -3.455 -3.094 -1.180 0.013
H -3.400 4.789 -1.695 0.453
H -3.406 0.483 5.763 0.191
C -2.205 1.728 6.962 -0.519
H -0.996 0.864 -0.646 -0.407
H -2.516 -3.059 3.457 0.323
H -2.431 -5.802 0.592 0.256
O 1.309 4.344 0.359 -0.589
O 1.581 -1.494 -4.767 -0.385
H 1.851 -2.678 -1.865 0.030
C 3.777 -3.110 -2.100 -0.248
H -4.050 -3.341 1.697 0.307
O 4.197 1.243 3.395 -0.513
H 0.564 1.666 3.676 0.560
H 2.638 0.823 -1.237 0.346
H 0.542 -0.136 -1.972 -0.312
O -1.273 4.281 0.826 -0.460
H -2.645 -6.033 -1.530 0.349
H -2.164 1.966 -3.165 0.276
C -3.058 1.528 5.771 -0.310
H 0.655 0.945 5.144 0.225
H 2.452 0.290 0.811 0.112
H 0.113 1.528 -2.284 0.556
C 1.797 0.787 -5.463 -0.223
C 4.046 -4.169 -3.204 -0.597
C -3.069 -2.213 3.038 -0.674
H -2.668 -0.138 -0.291 0.105
O 2.579 -2.397 -2.434 -0.228
O 1.844 4.044 -2.364 -0.668
H 2.601 2.821 3.062 0.271
H -3.917 -3.904 -2.757 0.376
O -2.402 -0.166 1.762 -0.388
H 1.613 4.344 3.265 0.312
H 5.095 -4.434 -3.070 0.360
H 2.132 -1.498 -4.009 0.260
O -0.597 -4.807 1.473 -0.519
H -2.891 0.704 -2.619 0.444
H 0.056 0.429 1.448 -0.442
H -1.912 -2.095 1.245 -0.427
C 0.707 0.886 -1.673 0.030
O -1.831 -3.799 -2.334 -0.537
O -1.640 3.804 -2.138 -0.379
H 3.007 4.824 1.403 0.393
H -1.030 -1.463 2.732 0.037
C -1.980 -1.511 2.124 0.947
H -1.640 1.255 4.386 0.205
H -0.138 -1.890 -0.094 -0.152
H -4.081 -0.146 -0.788 0.251
H 2.573 4.372 -2.910 0.267
H -1.294 4.482 -2.724 0.225
C -2.617 4.211 -1.192 -0.310
H -1.511 -0.609 -3.842 0.387
H 3.668 -1.617 1.656 0.257
H 4.620 -2.373 -2.045 0.234
H -3.386 -1.623 3.886 0.319
H 4.315 -0.748 3.864 0.403
H 3.659 -3.630 -1.142 0.309
H 3.020 -3.288 -4.555 0.295
H 3.083 -0.926 -5.979 0.404
H -0.029 0.790 -6.121 0.281
H -1.128 0.126 7.556 0.263
H 1.692 4.325 -0.528 0.315
C -2.046 5.023 -0.071 -0.603
H -2.911 0.240 2.455 0.180
H 1.995 3.104 -2.272 0.448
H -0.336 4.210 0.545 -0.025
C 2.372 3.906 1.299 -0.352
C -3.214 -3.940 -1.864 0.133
C -3.344 -5.275 -1.126 -0.604
H -2.796 1.695 7.851 0.475
H -3.050 3.284 -0.781 0.041
O 0.651 0.807 4.171 -0.552
H -0.074 3.417 2.272 0.276
H 2.892 3.076 0.773 0.213
O -2.381 1.835 4.544 -0.325
H 3.392 -5.034 -3.188 0.314
O -1.286 -1.550 -3.850 -0.740
O 0.667 2.744 2.469 -0.591
H -0.400 -1.448 -4.259 0.223
H -2.810 5.521 0.472 0.445
O 3.379 0.257 0.729 -0.494
O -3.177 -0.235 -1.129 -0.624
C 0.036 1.063 -0.353 1.755
H -1.856 -2.998 -2.872 0.275
H 2.724 -0.134 3.311 0.054
O 2.139 1.208 -1.956 -0.753
C 3.788 -0.144 3.128 -0.344
H 1.528 -0.835 -6.790 0.325
H 5.002 -0.585 1.559 0.562
H -1.489 5.848 -0.567 0.265
O 0.442 0.131 0.631 0.849
H -0.150 -5.193 2.222 0.245
O 3.972 -3.551 -4.498 -0.543
H 0.001 2.093 0.014 -0.699
H 5.138 1.368 3.228 0.265
O 0.113 -2.568 -0.694 -0.292
H 2.252 1.003 -4.508 0.060
O -2.733 1.199 -3.420 -0.737
H -1.710 2.700 6.842 0.207
H -3.965 2.174 5.876 0.331
O 0.428 0.940 -5.272 -0.422

13
Properties=species:S:1:pos:R:3:mulliken_charge:R:1 method="wB97M-V/def2-TZVPD" homo_energy_ev=-8.400 orbital_gap_ha=0.3429 max_force_ev_per_a=3.7 de_lowest_ev=2.504 e_tot_ha=-534.43765
H -0.334 2.683 -0.621 0.229
H 2.589 -0.489 -1.033 -0.006
H 0.038 -0.026 -0.741 0.240
C -0.838 -1.381 0.855 -0.508
C -0.006 -1.079 -0.372 -0.247
N -0.418 2.071 0.192 -0.688
H 2.296 0.148 -1.465 0.029
H -1.394 -0.542 1.347 0.207
H -1.105 2.344 0.843 0.204
H 0.575 2.222 0.515 0.238
S -1.555 -1.992 -0.708 -0.178
H -0.815 -2.288 1.379 0.320
H 0.967 -1.670 -0.192 0.162

14
Properties=species:S:1:pos:R:3:mulliken_charge:R:1 method="wB97M-V/def2-TZVPD" homo_energy_ev=-8.971 orbital_gap_ha=0.3366 max_force_ev_per_a=5.8 de_lowest_ev=4.885 e_tot_ha=-630.45541
C 0.801 -0.385 0.272 -0.242
C -1.384 1.066 0.999 -1.313
H 1.126 -0.809 1.209 0.435
H -1.117 2.063 1.653 0.265
C 0.001 -1.173 -0.985 -0.223
H 3.078 -0.702 -0.652 0.137
C -0.406 0.560 -0.089 0.055
H -1.733 0.193 1.571 0.315
H 0.786 -1.576 -1.935 0.229
H 0.186 1.264 -0.630 0.419
S 2.188 0.710 -0.293 -0.287
H -0.161 -2.242 -0.568 0.230
O -1.102 -0.263 -1.089 -0.432
H -2.264 1.293 0.537 0.411

24
Properties=species:S:1:pos:R:3:mulliken_charge:R:1 method="wB97M-V/def2-TZVPD" homo_energy_ev=-9.372 orbital_gap_ha=0.3745 max_force_ev_per_a=1.6 de_lowest_ev=1.155 e_tot_ha=-351.51151
C 0.921 1.085 -1.194 -0.572
H -0.952 2.750 1.111 0.282
C 1.463 -1.284 -1.908 -0.812
C -0.826 0.580 1.302 -0.270
H -1.670 2.173 2.545 0.418
H 2.107 -2.155 -1.893 0.273
H 2.539 -0.231 -0.459 0.293
H 1.125 1.685 -0.309 0.333
H 0.594 -1.406 -2.551 0.221
H -1.297 -0.112 2.007 0.199
C 1.721 -0.213 -1.178 -0.109
H 0.226 0.570 1.531 0.439
H 1.215 1.523 -2.151 0.359
H -0.776 -1.040 -0.116 0.308
H -2.206 -0.143 -0.190 0.399
H -1.139 1.803 -1.189 0.347
C -1.121 -0.001 -0.086 -0.646
O 0.427 -2.576 1.876 -0.633
H -0.048 -2.077 2.545 0.305
H -0.819 0.385 -2.207 0.394
H -0.140 -3.328 1.687 0.311
H -2.502 1.892 0.967 0.304
C -0.616 0.851 -1.250 -0.761
C -1.551 1.924 1.493 -1.380

10
Properties=species:S:1:pos:R:3:mulliken_charge:R:1 method="wB97M-V/def2-TZVPD" homo_energy_ev="-6.222 / -10.272" orbital_gap_ha="0.2563 / 0.2651" max_force_ev_per_a=5.2 de_lowest_ev=0.000 spin_multiplicity=3 e_tot_ha=-2820.54195
N 0.986 0.070 -0.261 0.020
C 0.315 -1.181 -0.038 0.409
H -1.558 -0.404 0.927 0.273
H -1.642 -0.520 -0.866 0.234
Br 2.734 0.703 0.080 -0.146
C -1.003 -0.353 0.032 -0.423
C -0.121 0.953 0.025 -0.437
H -0.197 1.692 -0.797 0.268
O 0.581 -2.345 -0.042 -0.497
H -0.093 1.385 0.942 0.298

21
Properties=species:S:1:pos:R:3:mulliken_charge:R:1 method="wB97M-V/def2-TZVPD" homo_energy_ev=-12.189 total_charge=+1 orbital_gap_ha=0.3122 max_force_ev_per_a=3.9 de_lowest_ev=0.000 e_tot_ha=-1349.12447
H -2.200 -2.559 -0.177 0.388
I -1.091 3.308 -0.178 0.110
H 2.439 1.934 0.244 0.310
C -2.980 -0.582 0.117 -0.516
C -0.696 -1.063 -0.443 -0.356
I 0.752 -2.544 -0.872 0.142
I -4.936 -1.251 0.499 0.183
C 1.135 0.821 -0.620 0.297
H -3.476 1.492 0.346 0.388
C -1.980 -1.503 -0.168 -0.375
H 2.834 0.011 2.190 0.247
H 1.600 -1.016 1.965 0.254
H 3.101 -1.437 1.508 0.232
O 1.520 1.613 0.296 -0.286
C -0.407 0.302 -0.416 1.186
N 1.822 0.482 -1.664 -0.211
H 1.446 -0.131 -2.375 0.242
H 2.784 0.782 -1.781 0.223
N 2.446 -0.658 1.528 -0.659
C -2.699 0.778 0.130 -0.243
C -1.412 1.222 -0.127 -0.557

152
Properties=species:S:1:pos:R:3:mulliken_charge:R:1 method="wB97M-V/def2-TZVPD" homo_energy_ev=-8.099 orbital_gap_ha=0.3169 max_force_ev_per_a=2.4 de_lowest_ev=3.027 e_tot_ha=-2881.94400
N -4.008 3.414 3.043 -0.168
H 0.314 4.783 -9.324 0.284
H 11.070 -3.643 2.745 0.358
H 12.609 -5.957 0.601 0.261
C 3.916 -3.523 4.017 -0.467
C 1.681 4.233 -7.128 -0.609
C -10.148 -0.380 -6.281 -0.756
H 9.254 -2.045 1.402 0.345
H -2.839 -2.490 -2.297 -0.313
C -6.552 -0.166 -6.174 -0.593
H 2.944 4.487 -5.423 0.364
H 2.695 2.787 -3.334 0.210
H 8.719 -4.613 2.690 0.257
H -5.259 4.060 4.631 0.264
H -1.817 -1.031 1.974 0.291
H -2.326 -5.403 -5.844 0.218
H 0.727 -2.637 7.339 0.287
C 4.739 3.759 4.788 -0.834
C 9.319 -3.139 1.442 -0.545
H -2.250 2.561 3.073 0.329
H -0.797 1.129 4.150 0.091
N -3.731 -2.708 -4.925 -0.051
H -6.380 6.654 1.215 0.310
H -5.882 2.724 3.619 0.313
O -3.076 -3.360 -6.985 -0.732
C -0.833 -1.315 0.101 -0.134
H 3.426 -2.612 3.677 0.008
H 0.879 1.788 -0.009 0.000
O 1.487 1.123 -1.831 -0.317
H -0.469 -4.068 -2.393 0.233
C 10.818 -3.399 1.707 -0.609
H -2.700 -4.809 -4.191 0.335
H 5.218 4.314 3.982 0.325
H 11.476 -2.610 1.327 0.423
H 0.293 1.603 5.485 0.101
C -3.114 -3.578 -5.767 0.427
C 7.077 -3.454 2.212 -0.735
H 5.456 3.107 5.304 0.301
C -1.362 -3.906 -1.779 -0.567
C -1.863 -2.426 -1.822 0.115
H -0.134 2.734 4.371 0.433
H -3.472 3.087 5.827 0.336
H -3.468 -6.253 -1.275 0.280
C 0.186 3.813 -8.833 -0.758
H -7.112 4.711 3.263 0.409
H -1.285 0.476 1.156 0.153
O -5.355 1.213 -2.393 -0.399
H -4.740 -0.729 -2.688 0.227
H -6.239 4.303 1.813 0.303
C 4.242 0.842 3.951 -0.791
H -8.013 -0.955 -7.428 0.462
N -2.059 -1.793 -0.529 -0.253
H -1.213 -1.809 -2.444 0.115
H -7.179 7.044 2.703 0.297
H 0.739 2.601 -5.590 0.275
N -2.589 -4.692 -5.188 -0.319
C -7.834 -0.910 -6.342 -0.763
C -2.477 -6.020 -1.671 -0.811
C -2.626 3.020 5.141 -0.423
H 1.322 -1.173 3.648 -0.356
O -1.603 2.279 5.794 -0.421
H -10.137 -0.459 -7.377 0.307
H -5.561 7.826 2.145 0.253
H 0.357 0.922 -3.581 0.201
O 0.140 -0.340 2.181 -0.041
H -0.094 -2.133 0.188 0.145
H 4.158 2.541 2.544 0.462
H 6.988 -2.383 2.007 0.261
O 3.537 3.114 4.455 -0.320
C -6.178 6.938 2.263 -0.762
O 2.322 -1.703 6.458 -0.191
H -2.257 4.049 5.024 0.272
H -0.294 -1.742 3.563 0.364
H 1.262 3.057 -1.100 0.408
N 1.646 2.790 -5.177 -0.304
H 13.043 -4.351 0.052 0.271
C 12.460 -4.895 0.799 -0.756
H 4.533 4.426 5.630 0.290
C -1.014 -0.553 1.396 -0.481
C -5.307 3.653 3.609 -0.473
O 0.355 3.818 -7.430 -0.312
H -5.535 0.763 -0.438 0.298
C 3.627 2.144 3.415 -0.183
H 1.914 0.522 -3.768 0.425
O 4.844 -3.722 2.948 -0.326
C 0.563 -1.460 2.926 -0.245
H 4.290 -3.292 5.018 0.320
H -3.967 1.652 -0.881 0.166
H -7.877 -1.938 -5.974 0.372
H 0.306 -1.183 6.379 0.269
H -5.050 1.349 -4.912 0.441
C -0.594 1.887 4.908 -0.483
H -6.877 0.882 -6.127 0.290
H -2.365 -2.544 0.088 0.283
H 12.933 -4.754 1.781 0.304
C 1.686 2.646 -3.739 -0.529
N -5.853 -0.618 -4.957 -0.283
H 3.273 -0.667 8.065 0.353
H 4.483 0.227 3.077 0.281
H 6.769 -3.936 1.274 0.309
H -0.812 3.473 -9.108 0.259
O -8.887 -0.159 -5.744 -0.266
C -4.540 0.284 -3.068 -0.196
H -4.314 -1.986 -5.326 0.226
C 6.195 -3.867 3.358 -0.236
H -10.854 0.404 -6.008 0.253
H 2.494 3.673 -7.609 0.386
H -6.513 -0.850 -4.227 0.259
C -5.039 1.520 -1.056 -0.550
H 1.766 0.035 7.451 0.331
H -3.598 1.553 3.796 0.231
H -5.853 -0.224 -7.010 0.384
H 1.722 5.270 -7.481 0.430
C 1.339 1.280 -3.223 -0.503
H 1.017 3.398 -3.301 0.413
C 3.443 0.452 6.243 -0.715
H -1.674 -6.258 -0.977 0.344
H -3.464 0.383 -2.881 0.252
C -3.094 2.522 3.765 -0.579
N 3.383 0.103 4.850 0.472
H -3.877 0.018 -5.019 0.348
H 0.830 -2.737 5.589 0.149
H 0.769 -2.399 2.407 0.392
H -5.469 2.494 -0.810 0.206
H 1.228 4.878 -5.213 0.329
C 0.792 2.068 -1.063 -0.601
H -10.632 -1.317 -5.965 0.284
H 3.137 -0.847 4.656 -0.376
C 2.657 -0.539 7.176 -0.667
H -0.252 -0.707 -0.604 -0.074
O -2.432 -4.720 -2.238 -0.467
C 1.933 4.142 -5.638 -0.674
H -3.818 -2.957 -3.958 0.180
C -4.816 0.343 -4.557 -0.786
H -1.078 -4.153 -0.750 0.545
H 0.887 3.096 -9.271 0.325
H 4.480 0.344 6.603 0.455
H -0.278 2.111 -1.296 0.301
N 8.495 -3.636 2.528 -0.285
O 11.102 -4.565 0.925 -0.304
H 5.187 0.969 4.491 0.393
C 0.949 -2.062 6.435 -0.627
H 3.035 1.458 6.336 0.351
H -2.411 -6.738 -2.500 0.285
H 9.038 -3.497 0.448 0.309
O -5.484 5.945 2.973 -0.287
H 2.572 1.999 3.178 -0.090
H 6.402 -4.903 3.662 0.202
H 6.349 -3.227 4.233 0.328
H 3.246 -4.371 4.155 0.336
C -6.103 4.688 2.832 -0.613
H -3.483 4.235 2.772 0.263